1.
7
Properties=species:S:1:pos:R:3 method="wB97M-V/def2-TZVPD" charge=0 homo_energy_ha=-0.36578
C 0.10182 1.89427 0.33408
C -0.88290 0.83566 0.31931
N 0.75652 2.82962 0.24238
S -1.02930 -0.08836 -1.23097
Cl -2.50185 1.21067 0.91907
H -0.37843 -0.24245 1.15586
H 0.27705 0.20704 -1.24193

---

2.
9
Properties=species:S:1:pos:R:3 method="wB97M-V/def2-TZVPD" charge=-2 homo_energy_ha="0.01683 / 0.04469"
C 2.61606 -0.59648 -0.07685
C -0.21631 -0.16384 0.19847
O -1.09408 2.53801 -0.32548
O -0.74375 0.42938 1.39266
O -2.92763 0.62571 0.01187
P -1.51254 1.09560 -0.13401
Cl -0.98199 -1.75862 0.09140
H 2.65867 -0.55993 -1.21296
H 2.20157 -1.60982 0.05490

---

3.
9
Properties=species:S:1:pos:R:3 method="wB97M-V/def2-TZVPD" charge=-2 homo_energy_ha="0.01290 / 0.02661"
C -1.06485 2.40622 0.31734
C 0.20233 -0.13541 0.56645
O 0.68067 -1.17589 -2.05674
O -0.56427 -1.35537 0.19379
O 1.77874 -2.54015 -0.19909
P 0.89983 -1.36697 -0.57486
Cl 1.05740 -0.44558 2.09178
H -2.13269 2.08848 0.44124
H -0.85715 2.52465 -0.77991

---

4.
9
Properties=species:S:1:pos:R:3 method="wB97M-V/def2-TZVPD" charge=0 homo_energy_ha=-0.39392
C -0.41906 -0.32378 -1.40425
C -0.62319 0.61716 -0.53062
O 2.05209 0.01110 0.39308
O -0.18046 -1.28938 -1.96369
O 0.10450 -1.68385 0.82672
P 0.71578 -0.39414 0.78641
Cl 0.21981 0.61031 2.39146
H -1.54532 0.81475 -0.00083
H -0.32414 1.63783 -0.49828

---

5.
11
Properties=species:S:1:pos:R:3 method="wB97M-V/def2-TZVPD" charge=-2 homo_energy_ha=-0.00198
C -0.12871 0.28858 -1.13512
C 0.09482 0.59456 0.19334
O -0.38569 1.07448 -2.08814
O -2.80068 -1.02163 0.76509
O -0.13110 -1.07179 -1.33849
O -2.80002 1.33766 1.87550
P -2.28365 -0.02532 1.77823
S -1.39888 -0.62074 3.41818
Cl 1.21124 -0.37326 1.13295
H 0.37159 1.66761 0.42130
H -0.18208 -1.65377 -0.51251

---

6.
8
Properties=species:S:1:pos:R:3 method="wB97M-V/def2-TZVPD" charge=+3 s2=3.85 multiplicity=4 homo_energy_ha="-1.00727 / -0.98244"
H -0.23683 0.16229 1.28289
O -1.00396 -1.16850 -0.37727
O 0.34467 -1.64481 -0.30630
C -0.49486 0.11963 0.08372
C 0.85355 -0.51154 0.10743
Cr 2.84945 0.08170 -0.18680
O -0.88182 1.18685 -0.57038
H -1.43021 1.77438 -0.03330

---

So what do the calculations give for DFT total energy? Going down the list: -990.45743 -1104.49721 -1104.50363 -1104.68930 -1578.18922 -1345.72650 a.u..
So what do the calculations give for relative energy (zero: lowest compared OMol25 entry of this formula, charge and spin)? Going down the list: 109.2 649.8 633.0 69.1 170.3 41.5 kJ/mol.